# 1
{
  "formula": "C4H8IN2",
  "method": "wB97M-V/def2-TZVPD",
  "multiplicity": 1,
  "largest_force_ev_per_a": 5.76,
  "energy_ev": -15346.500,
  "homo_lumo_gap_ev": [6.5, 6.5],
  "de_lowest_kj_mol": 540.89,
  "total_charge": 1,
  "symbols": ["C", "C", "C", "C", "N", "N", "I", "H", "H", "H", "H", "H", "H", "H", "H"],
  "xyz": [[-0.18284, -0.21251, -0.58946], [0.68844, -2.89326, -0.89234], [-0.23860, 2.15635, -0.10379], [-0.64520, 0.53902, 1.52214], [1.37556, -2.32363, -1.67104], [-0.40084, 0.71879, 0.15445], [-0.33619, -4.37786, 0.04449], [0.22690, 0.04974, -1.54134], [-0.49358, 2.38821, -1.10022], [0.89042, 2.31762, 0.02514], [-0.84571, 2.67781, 0.60616], [-1.78071, 0.49719, 1.80798], [-0.03778, 1.14116, 2.27037], [-0.29806, -0.46090, 1.85877], [2.07818, -2.21772, -2.39131]],
  "forces_ev_per_a": [[0.7, -5.3, -2.1], [1.4, 2.0, -2.4], [2.6, -0.3, 0.1], [-1.7, -2.4, 4.9], [-1.5, -2.4, 2.1], [-0.3, 4.6, 2.3], [0.4, 0.8, -0.2], [0.0, 0.5, -1.2], [-0.4, 0.3, -1.1], [-1.7, 0.4, 0.1], [-0.1, 0.6, 0.2], [2.0, 0.7, -0.6], [-1.0, 0.2, -1.5], [-0.3, 0.3, -0.7], [-0.1, 0.0, 0.2]]
}



# 2
{
  "formula": "C4H8IN2O2",
  "method": "wB97M-V/def2-TZVPD",
  "multiplicity": 1,
  "largest_force_ev_per_a": 2.88,
  "smiles": "C=C(I)[C@H]([NH3+])C(=O)NO",
  "energy_ev": -19444.367,
  "homo_lumo_gap_ev": 9.9,
  "de_lowest_kj_mol": 114.93,
  "total_charge": 1,
  "symbols": ["C", "C", "I", "C", "N", "C", "O", "N", "O", "H", "H", "H", "H", "H", "H", "H", "H"],
  "xyz": [[2.03071, -0.51347, 0.22056], [1.31411, 0.48509, 0.70217], [2.10920, 2.31078, 1.40245], [-0.16591, 0.59519, 0.41743], [-0.97592, 0.97083, 1.66832], [-0.82119, -0.76794, 0.09431], [-1.35892, -1.43505, 0.93156], [-0.80817, -1.14471, -1.20863], [-0.20362, -0.30349, -2.14470], [1.60060, -1.41624, -0.11300], [3.13101, -0.49906, 0.14546], [-0.45740, 1.38212, -0.25776], [-0.93915, 0.01834, 2.17931], [-1.95199, 1.16447, 1.37902], [-0.42846, 1.74350, 2.10062], [-1.03730, -2.01637, -1.60549], [-0.01069, -0.74550, -2.99040]],
  "forces_ev_per_a": [[1.6, 0.6, 0.5], [-0.4, 0.9, -0.8], [0.0, -0.3, 0.0], [-1.2, -0.6, 1.1], [1.3, -1.7, 0.0], [0.5, 0.0, -2.8], [-0.4, -0.5, 1.5], [0.9, 1.3, -0.3], [0.3, 1.1, 0.1], [-0.7, -0.8, -0.5], [-0.7, 0.1, 0.4], [0.5, 0.0, -0.8], [-0.6, 1.7, -0.2], [0.7, 0.2, 0.7], [-0.9, -0.3, 0.2], [-0.7, -1.3, 0.4], [-0.3, -0.4, 0.7]]
}



# 3
{
  "formula": "C4H8INS",
  "method": "wB97M-V/def2-TZVPD",
  "multiplicity": 3,
  "largest_force_ev_per_a": 3.84,
  "energy_ev": -24699.102,
  "homo_lumo_gap_ev": [7.6, 5.8],
  "de_lowest_kj_mol": 27.75,
  "symbols": ["C", "C", "C", "C", "N", "S", "I", "H", "H", "H", "H", "H", "H", "H", "H"],
  "xyz": [[-0.55309, 0.95534, -0.49475], [-0.94104, -0.25609, -0.06497], [-1.13371, 2.27057, -0.03422], [1.86111, -2.91721, 0.02666], [-0.28415, -1.45749, -0.49231], [1.38366, -1.37465, -0.86354], [-1.61642, -2.07755, -2.20373], [0.27778, 1.04201, -1.18452], [-1.61221, -0.25990, 0.71622], [-0.54169, 2.61695, 0.78903], [-1.03626, 3.03446, -0.87836], [-2.24780, 2.07969, 0.29783], [2.68868, -2.54374, 0.65420], [2.11486, -3.75027, -0.63315], [1.25297, -3.18234, 0.91497]],
  "forces_ev_per_a": [[0.1, 0.1, 0.2], [3.5, 0.9, -1.3], [-1.9, -0.6, -1.2], [0.7, 0.8, 1.1], [0.8, 2.3, 1.4], [-0.8, -0.9, 1.4], [-1.9, -1.7, -2.2], [0.0, -0.1, -0.2], [-1.9, -0.9, 1.3], [0.2, 0.4, 0.6], [-0.5, -1.0, 1.2], [2.2, 0.8, -0.6], [0.6, -0.4, -0.9], [-0.1, 0.2, 0.3], [-0.7, 0.1, -1.2]]
}



# 4
{
  "formula": "C4H8N",
  "method": "wB97M-V/def2-TZVPD",
  "multiplicity": 1,
  "largest_force_ev_per_a": 4.68,
  "energy_ev": -5753.907,
  "homo_lumo_gap_ev": [7.9, 8.1],
  "de_lowest_kj_mol": 574.80,
  "total_charge": 1,
  "symbols": ["C", "C", "C", "C", "N", "H", "H", "H", "H", "H", "H", "H", "H"],
  "xyz": [[-0.06804, 1.11834, 0.56748], [0.28719, -0.04766, 1.32109], [-0.66490, 1.51089, -0.59504], [0.27322, -1.60869, -0.40707], [-0.30367, -1.18478, 0.71758], [1.45737, -0.01005, 1.21175], [0.18599, 0.10901, 2.40294], [-0.70429, 0.80097, -1.33724], [0.02990, 2.29950, -0.93081], [-1.49429, 2.12676, -0.43633], [1.37724, -1.51886, -0.61537], [-0.32414, -0.94708, -1.20713], [-0.05157, -2.64836, -0.69182]],
  "forces_ev_per_a": [[-0.1, -0.6, 2.3], [2.2, 0.2, -0.1], [2.1, 1.5, 0.0], [0.2, -1.1, -4.5], [-1.0, 1.1, 2.9], [-1.2, 0.0, 0.0], [-0.4, -0.2, -0.1], [-0.7, -1.8, -2.0], [0.3, 0.2, -0.3], [-1.9, 0.8, 0.4], [-0.8, 0.3, 0.5], [1.2, -1.4, 0.6], [0.2, 1.0, 0.4]]
}



# 5
{
  "formula": "C4H8N",
  "method": "wB97M-V/def2-TZVPD",
  "multiplicity": 1,
  "largest_force_ev_per_a": 3.66,
  "smiles": "C=C[NH+]1CC1",
  "energy_ev": -5758.960,
  "homo_lumo_gap_ev": 11.9,
  "de_lowest_kj_mol": 87.20,
  "total_charge": 1,
  "symbols": ["C", "C", "N", "C", "C", "H", "H", "H", "H", "H", "H", "H", "H"],
  "xyz": [[1.90086, 0.62600, 0.69297], [1.04839, -0.29828, 0.30291], [-0.09470, 0.01685, -0.51270], [-1.25828, -0.84187, -0.68344], [-1.37129, 0.39688, 0.10771], [2.74275, 0.36991, 1.31086], [1.79768, 1.66697, 0.42706], [1.22865, -1.42676, 0.62593], [0.17811, 0.57654, -1.32458], [-1.22698, -1.78917, -0.16384], [-1.68187, -0.89070, -1.67804], [-1.86589, 1.27004, -0.29209], [-1.39741, 0.32361, 1.18725]],
  "forces_ev_per_a": [[-0.3, 0.2, -0.2], [1.4, -3.0, 1.6], [1.0, 0.8, -0.6], [-0.9, -0.5, 0.0], [-0.9, 0.0, 0.4], [0.1, -0.2, 0.0], [-0.1, 0.2, -0.1], [-0.9, 2.5, -1.0], [-0.3, -0.2, 0.1], [0.2, 0.0, 0.1], [0.2, 0.1, 0.0], [0.1, 0.0, -0.2], [0.2, -0.1, -0.1]]
}



# 6
{
  "formula": "C4H8N",
  "method": "wB97M-V/def2-TZVPD",
  "multiplicity": 1,
  "largest_force_ev_per_a": 6.59,
  "energy_ev": -5755.528,
  "homo_lumo_gap_ev": 9.9,
  "de_lowest_kj_mol": 418.33,
  "total_charge": 1,
  "symbols": ["C", "C", "C", "C", "N", "H", "H", "H", "H", "H", "H", "H", "H"],
  "xyz": [[0.79358, 1.06232, -0.31727], [0.84920, -1.05911, -0.38074], [-0.15580, -0.00413, -0.36142], [-1.60188, -0.01208, -0.05727], [0.94820, -0.03948, 0.59488], [1.53990, 1.07268, -1.14460], [0.71377, 1.98329, 0.35107], [0.58275, -1.99807, -0.03057], [1.63326, -1.08801, -1.13139], [-1.73141, 0.80554, 0.75759], [-1.82976, -0.86926, 0.62232], [-2.25282, 0.00116, -0.97877], [0.51102, 0.14516, 2.07618]],
  "forces_ev_per_a": [[1.9, 3.8, 0.1], [0.4, -1.6, -1.4], [-1.6, 0.0, -0.6], [-0.6, 0.2, 2.4], [-0.8, 0.8, 6.5], [-0.3, 0.4, 0.9], [-0.6, -0.8, -1.8], [-0.7, -1.7, 0.6], [0.2, 0.2, 0.1], [-0.4, -0.5, -2.0], [0.0, 0.0, -1.1], [0.7, 0.3, 1.3], [1.8, -1.0, -4.9]]
}



# 7
{
  "formula": "C4H8N",
  "method": "wB97M-V/def2-TZVPD",
  "multiplicity": 1,
  "largest_force_ev_per_a": 6.29,
  "energy_ev": -5756.037,
  "homo_lumo_gap_ev": 7.9,
  "de_lowest_kj_mol": 369.28,
  "total_charge": 1,
  "symbols": ["C", "C", "C", "C", "N", "H", "H", "H", "H", "H", "H", "H", "H"],
  "xyz": [[-1.83982, -0.07396, -0.44734], [-0.94093, -0.97998, 0.02207], [-0.95223, 1.06620, 0.10252], [2.14219, -0.15691, -0.27643], [0.02274, -0.11378, 0.45333], [-2.85712, -0.23223, -0.99589], [-0.93174, -2.12514, -0.06570], [-0.52801, 1.75974, -0.53536], [-1.48394, 1.44411, 1.00471], [2.22676, 0.14264, -1.24273], [2.24233, 0.64331, 0.54366], [2.38241, -1.20309, 0.07490], [0.51736, -0.17092, 1.36227]],
  "forces_ev_per_a": [[-0.1, -1.3, -0.4], [-2.9, -3.0, -2.1], [-1.7, -2.5, 1.8], [-2.0, -0.3, 5.9], [3.7, 2.1, 0.4], [2.2, 0.7, 1.3], [0.3, 2.0, 0.5], [0.8, 1.5, -1.2], [1.0, 0.2, -0.5], [-0.1, 0.6, -2.8], [0.4, -1.3, -1.7], [-0.4, 1.3, -0.8], [-1.2, -0.1, -0.4]]
}



# 8
{
  "formula": "C4H8N2",
  "method": "wB97M-V/def2-TZVPD",
  "multiplicity": 1,
  "largest_force_ev_per_a": 1.13,
  "smiles": "CCNCC#N",
  "energy_ev": -7257.366,
  "homo_lumo_gap_ev": 10.7,
  "de_lowest_kj_mol": 49.18,
  "symbols": ["C", "C", "N", "C", "C", "N", "H", "H", "H", "H", "H", "H", "H", "H"],
  "xyz": [[-1.99861, 0.52444, -0.33253], [-0.72061, -0.08978, 0.22025], [0.41747, 0.25425, -0.62884], [1.61809, -0.50401, -0.35647], [2.10788, -0.43357, 1.04476], [2.45202, -0.35799, 2.14703], [-2.17804, 0.16732, -1.35119], [-1.93193, 1.61864, -0.36239], [-2.85924, 0.26033, 0.29102], [-0.56905, 0.21524, 1.26967], [-0.80894, -1.18388, 0.22276], [0.61323, 1.24854, -0.55526], [2.42075, -0.16108, -1.01606], [1.43699, -1.55846, -0.59274]],
  "forces_ev_per_a": [[0.0, 0.0, 0.0], [-0.1, -0.1, 0.1], [0.0, 0.2, 0.1], [0.1, -0.1, -0.1], [0.3, 0.1, 1.0], [-0.3, -0.1, -1.1], [0.0, 0.1, 0.1], [0.0, -0.2, 0.0], [0.1, 0.0, -0.1], [0.0, -0.1, -0.2], [0.0, 0.1, 0.0], [0.0, -0.1, 0.0], [-0.1, -0.1, 0.1], [0.0, 0.1, 0.1]]
}



Repeat the fourth record exactly.
{
  "formula": "C4H8N",
  "method": "wB97M-V/def2-TZVPD",
  "multiplicity": 1,
  "largest_force_ev_per_a": 4.68,
  "energy_ev": -5753.907,
  "homo_lumo_gap_ev": [7.9, 8.1],
  "de_lowest_kj_mol": 574.80,
  "total_charge": 1,
  "symbols": ["C", "C", "C", "C", "N", "H", "H", "H", "H", "H", "H", "H", "H"],
  "xyz": [[-0.06804, 1.11834, 0.56748], [0.28719, -0.04766, 1.32109], [-0.66490, 1.51089, -0.59504], [0.27322, -1.60869, -0.40707], [-0.30367, -1.18478, 0.71758], [1.45737, -0.01005, 1.21175], [0.18599, 0.10901, 2.40294], [-0.70429, 0.80097, -1.33724], [0.02990, 2.29950, -0.93081], [-1.49429, 2.12676, -0.43633], [1.37724, -1.51886, -0.61537], [-0.32414, -0.94708, -1.20713], [-0.05157, -2.64836, -0.69182]],
  "forces_ev_per_a": [[-0.1, -0.6, 2.3], [2.2, 0.2, -0.1], [2.1, 1.5, 0.0], [0.2, -1.1, -4.5], [-1.0, 1.1, 2.9], [-1.2, 0.0, 0.0], [-0.4, -0.2, -0.1], [-0.7, -1.8, -2.0], [0.3, 0.2, -0.3], [-1.9, 0.8, 0.4], [-0.8, 0.3, 0.5], [1.2, -1.4, 0.6], [0.2, 1.0, 0.4]]
}